{
  "formula": "C3H4N2O2",
  "method": "ωB97M-V/def2-TZVPD",
  "gap_ev": 7.40,
  "homo_ev": -8.19,
  "molar_mass_g_mol": 100.08,
  "de_lowest_kj_mol": 493.4,
  "symbols": ["C", "C", "C", "H", "H", "H", "H", "N", "N", "O", "O"],
  "coordinates": [[0.7086, 0.0571, -0.5020], [-0.8309, -0.9729, 0.0746], [-0.8579, 0.1128, 0.8310], [1.8493, 1.6368, -0.9075], [1.8636, 0.5624, -2.2075], [-1.4444, -1.8803, -0.0729], [-1.9324, -0.5714, 2.4111], [1.8504, 0.6559, -1.0660], [0.1689, -0.9864, -0.8487], [-1.7247, 0.6249, 1.7206], [0.3496, 0.7610, 0.5674]],
  "forces_ev_per_a": [[6.6806, 4.4334, -1.4702], [-3.5016, -3.6326, -0.6363], [-0.0255, 0.0218, 0.8523], [0.0588, 0.8240, 0.3915], [-0.0900, -0.0965, 3.9484], [-0.4760, 1.0878, 1.0244], [0.4755, 5.3417, -2.4550], [0.0350, -1.0468, -4.4906], [-0.5195, -1.5622, -0.5928], [-0.2494, -5.5459, 3.1729], [-2.3877, 0.1753, 0.2554]],
  "mulliken_charge": [0.539, -0.151, 0.283, 0.272, 0.295, 0.375, 0.413, -0.597, -0.509, -0.604, -0.316]
}

---

{
  "formula": "C3H4N2O2",
  "method": "ωB97M-V/def2-TZVPD",
  "smiles": "Nc1coc(=O)[nH]1",
  "gap_ev": 8.88,
  "homo_ev": -8.22,
  "molar_mass_g_mol": 100.08,
  "de_lowest_kj_mol": 145.9,
  "symbols": ["N", "C", "C", "O", "C", "O", "N", "H", "H", "H", "H"],
  "coordinates": [[-1.8013, -0.4954, 0.0200], [-0.5029, -0.0189, 0.0774], [-0.0223, 1.2143, 0.2894], [1.3686, 1.1618, 0.3708], [1.7545, -0.0641, -0.0449], [2.8708, -0.3321, -0.3932], [0.5980, -0.8677, -0.0764], [-1.9885, -1.2435, -0.6343], [-2.4888, 0.2437, -0.0312], [-0.4157, 2.2037, 0.1442], [0.6208, -1.8186, 0.2676]],
  "forces_ev_per_a": [[-0.0498, -0.0429, 0.0984], [0.0711, 0.2710, 0.1347], [-0.2636, 0.0009, -0.1696], [0.1960, 0.0993, -0.6322], [0.3462, -0.1803, -0.1635], [-0.3268, -0.3332, 0.5534], [0.0271, 0.1002, 0.1150], [0.1862, 0.2076, -0.0517], [0.0321, -0.1670, 0.0322], [-0.2918, -0.0939, 0.3555], [0.0734, 0.1385, -0.2724]],
  "mulliken_charge": [-0.486, 0.447, -0.469, -0.294, 0.435, -0.545, -0.167, 0.244, 0.234, 0.338, 0.261]
}

---

{
  "formula": "C3H4N2O2",
  "method": "ωB97M-V/def2-TZVPD",
  "smiles": "Cn1ncoc1=O",
  "gap_ev": 10.32,
  "homo_ev": -9.43,
  "molar_mass_g_mol": 100.08,
  "de_lowest_kj_mol": 209.0,
  "symbols": ["C", "N", "N", "C", "O", "C", "O", "H", "H", "H", "H"],
  "coordinates": [[1.1451, 0.2659, 1.1342], [0.2248, 0.0448, 0.0317], [-0.8660, 0.8932, -0.0523], [-1.7070, 0.2655, -0.7820], [-1.2942, -0.9373, -1.2206], [0.1315, -0.9228, -0.9281], [0.9344, -1.5517, -1.5540], [1.5841, 1.2608, 1.0420], [0.5846, 0.2171, 2.0772], [1.9317, -0.4909, 1.1597], [-2.6305, 0.7077, -1.1356]],
  "forces_ev_per_a": [[0.1083, 0.0352, -0.0724], [0.0125, 0.0736, -0.1968], [-0.4975, -0.2046, 0.4004], [0.1723, 0.4471, 0.1542], [1.2126, 0.3695, -0.6704], [-0.4475, -0.1385, -0.2218], [-0.5304, -0.1116, 0.9476], [0.0564, -0.1242, 0.0210], [0.1049, -0.0098, -0.2724], [-0.1822, 0.0776, -0.2731], [-0.0094, -0.4141, 0.1837]],
  "mulliken_charge": [-0.743, 0.518, -0.697, 0.008, -0.325, 0.484, -0.525, 0.266, 0.270, 0.354, 0.393]
}